Record 1
The following is a quantum chemistry calculation of a single C19H24N4O3 molecule, from the OMol25 dataset.

CARTESIAN COORDINATES (ANGSTROEM)
C 0.138 1.178 5.228
N 1.302 0.966 4.419
C 1.221 0.280 3.231
O 0.121 -0.137 2.828
C 2.373 0.128 2.348
C 3.181 -1.166 2.823
C 3.926 -1.398 1.603
C 3.135 -0.935 0.414
N 2.158 -0.001 0.916
C 1.395 0.819 0.192
O 0.913 1.811 0.680
C 0.926 0.394 -1.139
C 0.190 -0.991 -1.180
C -1.106 -0.926 -1.891
C -1.118 -0.995 -3.275
N -2.400 -1.137 -3.695
C -3.310 -1.229 -2.626
C -4.670 -1.453 -2.613
C -5.288 -1.310 -1.312
C -4.551 -0.888 -0.189
C -3.171 -0.588 -0.215
C -2.516 -0.829 -1.474
N 0.247 1.443 -1.844
C 0.706 2.038 -2.909
C -0.240 3.162 -3.324
O 1.714 1.759 -3.563
H -0.666 1.511 4.628
H -0.218 0.181 5.504
H 0.334 1.673 6.212
H 2.222 1.198 4.645
H 3.029 0.971 2.614
H 2.416 -1.965 3.077
H 3.989 -0.902 3.563
H 4.085 -2.447 1.559
H 4.918 -0.931 1.684
H 3.692 -0.519 -0.420
H 2.576 -1.702 0.042
H 1.811 0.327 -1.732
H -0.169 -1.210 -0.144
H 0.794 -1.801 -1.581
H -0.177 -0.987 -3.824
H -2.595 -1.159 -4.641
H -5.175 -1.875 -3.378
H -6.311 -1.510 -1.081
H -5.157 -0.724 0.711
H -2.612 -0.085 0.623
H -0.640 1.762 -1.424
H -0.454 3.800 -2.499
H 0.265 3.658 -4.068
H -1.236 2.741 -3.503

Structure (SMILES): CNC(=O)[C@H]1CCCN1C(=O)[C@@H](Cc1c[nH]c2ccccc12)NC(C)=O
Relative energy (zero: lowest compared OMol25 entry of this formula, charge and spin) in kcal/mol: 93.1
Highest occupied orbital energy in hartree: -0.2774

=====

Record 2
The following is a quantum chemistry calculation of 2 unconnected molecules or ions with the total composition C3H8N2O2, from the OMol25 dataset.

CARTESIAN COORDINATES (ANGSTROEM)
H 1.539 0.687 -0.521
N 2.126 -0.153 -0.224
C 1.467 -1.022 0.359
C -0.133 -0.916 0.552
C -0.842 -1.098 -0.592
O -0.506 -1.499 1.737
H 1.894 -1.803 0.981
H -0.575 -0.513 -1.456
H -1.848 -1.489 -0.584
H -1.345 -1.966 1.634
N -0.542 2.052 -0.849
O 0.226 1.838 0.320
H -1.432 2.452 -0.551
H -0.048 2.750 -1.405
H 0.019 0.682 0.599

Structure (SMILES): [H]/N=C\C(=C)O.NO
Relative energy (zero: lowest compared OMol25 entry of this formula, charge and spin) in kcal/mol: 136.5
Highest occupied orbital energy in hartree: -0.3394

=====

Record order is preserved below.
Total energy: -1183.1143; -378.9234 Ha
Record order is preserved below.
Maximum force: 4.991; 4.300 eV/Å
Record order is preserved below.
HOMO-LUMO gap: 8.18; 9.23 eV